This record from the OMol25 dataset describes a molecular structure, C20H37N2O2P2SiY. The level of theory is ωB97M-V with the def2-TZVPD basis set.

Cartesian coordinates (Å):
Y (0.321, 0.321, -0.032)
P (2.237, -1.694, -0.242)
C (1.049, -3.008, -0.830)
C (-0.363, -3.003, -0.254)
N (-0.972, -1.837, 0.095)
C (-2.325, -1.848, 0.257)
C (-3.060, -3.033, 0.272)
C (-2.433, -4.239, -0.019)
C (-1.065, -4.208, -0.272)
C (-3.074, -0.543, 0.519)
P (-2.428, 1.001, -0.313)
H (-0.527, -5.098, -0.595)
H (-4.128, -2.979, 0.491)
H (-2.999, -5.173, -0.046)
H (-4.122, -0.644, 0.192)
H (-3.068, -0.340, 1.605)
H (0.990, -2.904, -1.920)
H (1.554, -3.968, -0.616)
H (0.337, -1.205, -3.201)
O (0.801, -1.865, -3.743)
H (0.113, -2.509, -3.984)
H (0.811, 2.232, -0.735)
O (-0.094, 0.431, -2.081)
H (-0.075, 0.970, -2.883)
C (-3.196, 0.798, -1.960)
H (-4.293, 0.805, -1.905)
H (-2.854, 1.633, -2.585)
H (-2.833, -0.131, -2.419)
C (-3.498, 2.271, 0.441)
H (-3.141, 3.247, 0.088)
H (-4.548, 2.132, 0.152)
H (-3.402, 2.239, 1.534)
C (3.262, -2.554, 1.005)
H (3.813, -3.383, 0.539)
H (3.983, -1.883, 1.493)
H (2.608, -2.958, 1.786)
C (3.411, -1.590, -1.652)
H (4.090, -0.734, -1.531)
H (4.000, -2.512, -1.727)
H (2.830, -1.452, -2.570)
C (3.591, 1.537, 0.925)
Si (2.509, 1.686, 2.449)
C (2.950, 0.411, 3.738)
C (2.717, 3.387, 3.214)
N (0.836, 1.463, 1.977)
C (-0.158, 2.241, 2.530)
C (-0.760, 1.870, 3.764)
C (-1.581, 2.769, 4.430)
C (-1.860, 4.029, 3.875)
C (-1.348, 4.365, 2.613)
C (-0.561, 3.463, 1.917)
H (4.471, 2.174, 1.086)
H (3.094, 1.900, 0.018)
H (3.957, 0.516, 0.752)
H (3.963, 0.620, 4.118)
H (2.241, 0.464, 4.578)
H (2.930, -0.611, 3.338)
H (2.515, 4.182, 2.481)
H (2.030, 3.532, 4.060)
H (3.749, 3.503, 3.583)
H (-0.500, 0.897, 4.195)
H (-1.993, 2.501, 5.410)
H (-2.496, 4.737, 4.409)
H (-1.566, 5.341, 2.171)
H (-0.168, 3.675, 0.918)

## Properties
LUMO (spin up / spin down) = -8.57 / -8.98 eV
HOMO level (spin up / spin down) = -14.964 / -14.920 eV
orbital gap (spin up / spin down) = 6.4 / 5.9 eV
charge = +2

This record from the OMol25 dataset describes a molecular structure, C20H37N2O2P3Pb. The level of theory is ωB97M-V with the def2-TZVPD basis set.

Cartesian coordinates (Å):
P (-2.558, -1.100, 1.005)
C (-2.650, -2.333, 2.352)
H (-3.684, -2.704, 2.419)
H (-2.360, -1.878, 3.309)
H (-1.976, -3.175, 2.139)
C (-3.619, 0.231, 1.678)
H (-3.930, 0.918, 0.877)
H (-3.065, 0.799, 2.439)
H (-4.507, -0.226, 2.134)
C (-3.684, -1.841, -0.227)
H (-4.658, -2.005, 0.255)
H (-3.275, -2.801, -0.574)
H (-3.798, -1.162, -1.086)
P (1.048, -1.513, -2.604)
C (1.882, -3.139, -2.561)
H (2.344, -3.352, -3.537)
H (1.151, -3.924, -2.322)
H (2.662, -3.134, -1.787)
C (-0.152, -1.770, -3.971)
H (-0.536, -0.805, -4.329)
H (-0.995, -2.377, -3.614)
H (0.351, -2.289, -4.796)
C (2.293, -0.513, -3.507)
H (2.493, -0.989, -4.479)
H (3.227, -0.450, -2.932)
H (1.901, 0.502, -3.672)
P (1.956, 1.926, 1.068)
C (3.356, 1.439, 2.131)
H (3.748, 2.333, 2.637)
H (4.144, 0.986, 1.512)
H (3.036, 0.710, 2.886)
C (2.724, 3.217, 0.024)
H (3.340, 3.855, 0.670)
H (1.950, 3.824, -0.468)
H (3.353, 2.746, -0.745)
C (1.003, 2.981, 2.222)
H (1.641, 3.832, 2.497)
H (0.721, 2.422, 3.125)
H (0.092, 3.351, 1.727)
Pb (-0.205, 0.321, -0.320)
C (-0.308, -2.392, -0.157)
O (-0.220, -3.516, 0.085)
C (2.333, -0.636, -0.133)
O (3.341, -1.180, -0.007)
C (-0.144, 2.677, -2.230)
C (-0.809, 3.110, -1.072)
C (-2.052, 2.559, -0.730)
C (-2.626, 1.570, -1.538)
C (-1.963, 1.134, -2.696)
C (-0.720, 1.685, -3.035)
H (0.789, 3.152, -2.536)
H (-0.385, 3.920, -0.477)
H (-2.600, 2.939, 0.141)
H (-3.620, 1.181, -1.309)
H (-2.440, 0.416, -3.362)
H (-0.238, 1.396, -3.967)
N (1.283, -1.910, 3.938)
C (0.474, -0.877, 4.400)
C (0.022, -0.227, 3.284)
N (0.541, -0.843, 2.157)
C (1.290, -1.855, 2.574)
H (1.796, -2.604, 4.476)
H (0.287, -0.671, 5.435)
H (-0.641, 0.626, 3.211)
H (1.847, -2.567, 1.973)

## Properties
LUMO (spin up / spin down) = -16.09 / -16.20 eV
HOMO level (spin up / spin down) = -20.734 / -20.787 eV
orbital gap (spin up / spin down) = 4.6 / 4.6 eV
charge = +4

This record from the OMol25 dataset describes a molecular structure, C20H37N2O2P3Re. The level of theory is ωB97M-V with the def2-TZVPD basis set.

Cartesian coordinates (Å):
P (-3.746, -2.248, 1.179)
C (-3.343, -2.383, 2.965)
H (-3.592, -3.385, 3.337)
H (-3.903, -1.624, 3.525)
H (-2.270, -2.195, 3.094)
C (-5.513, -2.720, 1.241)
H (-5.938, -2.561, 0.244)
H (-6.033, -2.071, 1.954)
H (-5.625, -3.770, 1.529)
C (-3.040, -3.857, 0.642)
H (-3.570, -4.673, 1.151)
H (-1.971, -3.891, 0.888)
H (-3.152, -3.963, -0.445)
P (3.024, -1.126, -1.133)
C (3.760, -1.060, 0.539)
H (4.846, -1.213, 0.476)
H (3.312, -1.843, 1.164)
H (3.550, -0.073, 0.971)
C (3.582, -2.754, -1.766)
H (3.253, -2.868, -2.810)
H (3.128, -3.543, -1.150)
H (4.676, -2.829, -1.713)
C (4.111, 0.014, -2.072)
H (5.148, -0.345, -2.036)
H (4.047, 1.013, -1.621)
H (3.772, 0.061, -3.115)
P (0.137, 3.947, -0.277)
C (0.621, 4.697, 1.288)
H (0.527, 5.789, 1.194)
H (1.660, 4.448, 1.542)
H (-0.039, 4.351, 2.094)
C (0.808, 4.921, -1.634)
H (0.335, 5.915, -1.635)
H (0.600, 4.432, -2.597)
H (1.894, 5.048, -1.519)
C (-1.649, 3.863, -0.418)
H (-1.986, 4.718, -1.030)
H (-2.107, 3.963, 0.579)
H (-1.998, 2.930, -0.884)
Re (0.016, -0.795, -1.857)
C (0.135, -1.323, 0.096)
O (0.175, -1.652, 1.211)
C (1.078, 2.376, -0.301)
O (1.936, 1.641, 0.005)
C (0.221, 0.296, -3.599)
C (-0.900, 0.721, -2.850)
C (-1.848, -0.226, -2.399)
C (-1.658, -1.603, -2.663)
C (-0.516, -2.032, -3.376)
C (0.425, -1.083, -3.849)
H (0.977, 1.012, -3.893)
H (-1.036, 1.765, -2.622)
H (-2.704, 0.102, -1.826)
H (-2.366, -2.330, -2.281)
H (-0.336, -3.091, -3.523)
H (1.331, -1.422, -4.333)
N (-2.097, 1.026, 1.822)
C (-2.367, 1.051, 3.153)
C (-1.140, 1.212, 3.789)
C (-0.188, 1.269, 2.747)
N (-0.780, 1.182, 1.539)
H (-2.752, 0.866, 1.059)
H (-3.366, 0.979, 3.549)
H (-0.954, 1.277, 4.844)
H (0.883, 1.361, 2.836)

## Properties
LUMO (spin up / spin down) = -13.97 / -14.90 eV
multiplicity = 4
⟨S²⟩ = 3.762
HOMO level (spin up / spin down) = -18.975 / -20.090 eV
orbital gap (spin up / spin down) = 5.0 / 5.2 eV
charge = +4